Record 1
# C5H12N2O

A gas-phase ion, C5H12N2O (charge +1) in a non-equilibrium geometry (ωB97M-V with the def2-TZVPD basis set, the Open Molecules 2025 dataset).

```
20
Properties=species:S:1:pos:R:3:forces:R:3
C -0.5238 1.5841 -2.0592 -0.2039 1.4775 0.3070
C -0.7176 0.3189 -1.2843 1.7768 -0.8514 0.4385
N -0.8624 0.3693 0.1294 0.1726 1.0710 -0.2647
C -0.8877 -0.5021 2.4161 1.4803 0.8349 -0.1382
C -0.2425 -0.5586 0.9762 -2.8474 -0.7050 0.5052
C 1.3157 -0.3324 1.2697 1.9508 1.1347 -0.9923
N 2.1165 -0.3883 0.0570 -2.6718 -0.8157 1.4697
O -0.3471 -0.7464 -1.7290 -0.4064 -0.1181 -0.1089
H -1.2082 1.8207 -2.8721 -0.2085 -0.5364 0.0734
H -0.4947 2.4752 -1.4252 -0.2950 -0.1512 0.1487
H 0.4757 1.5521 -2.4922 -0.0338 -0.3879 -0.1473
H -1.1950 1.2281 0.5538 0.0465 0.0520 -0.1285
H -1.8251 0.0186 2.5847 -0.5569 -0.5174 -0.8863
H -0.8662 -1.5072 2.8163 -0.1558 0.0129 0.2922
H -0.2343 0.1707 2.9859 0.1403 -0.5731 0.3616
H -0.3717 -1.5268 0.4841 0.4050 -0.0708 0.1630
H 1.6800 -1.0136 2.0329 -0.3559 -0.4196 -0.1455
H 1.3310 0.6690 1.6962 0.2251 0.1189 -0.1039
H 1.9888 -1.3282 -0.3314 0.8208 0.2205 -0.3118
H 1.7195 0.2845 -0.5843 0.7171 0.2243 -0.5321
```
Positions in Å, forces in eV/Å.

HOMO level (spin up / spin down) = -14.951 / -14.797 eV
net charge = +1
2S+1 = 2
orbital gap (spin up / spin down) = 0.4291 / 0.2381 Eh
lowest unoccupied orbital energy (spin up / spin down) = -0.1203 / -0.3057 Eh

Record 2
# C43H47N4O3SZr

A molecular structure, C43H47N4O3SZr in a non-equilibrium geometry (ωB97M-V with the def2-TZVPD basis set, the Open Molecules 2025 dataset).

```
99
Properties=species:S:1:pos:R:3:forces:R:3
Zr -0.1194 -0.1849 0.1000 -1.2651 -1.6480 0.4977
O -1.5139 0.9676 -0.4801 -0.4765 1.1019 0.0093
C -2.0246 2.0908 0.2122 -0.3853 0.6275 0.1462
C -1.3909 2.1741 1.6446 0.0784 0.0840 -0.4666
C 0.0579 2.5551 1.5324 -0.0325 0.0305 0.0332
C 0.5079 3.7945 1.9434 0.0779 0.0244 0.0554
C 1.8197 4.1527 1.6841 0.0195 -0.0387 -0.0216
C 2.6427 3.2656 1.0128 -0.0166 0.0783 0.0559
C 2.1516 2.0256 0.6407 0.0478 -0.0722 -0.0165
C 3.0579 1.0761 -0.1084 -0.2116 -0.0661 0.0048
C 2.4975 -0.3123 -0.4383 0.8122 -0.2108 0.2417
O 1.3098 -0.1595 -1.1845 1.3611 0.2395 -0.9102
C 3.5655 -1.0842 -1.2156 -0.1228 0.0361 -0.1714
C 3.3804 -1.3732 -2.5584 -0.0477 0.0524 -0.0111
C 4.3453 -2.0885 -3.2582 0.0047 0.0015 -0.0111
C 5.4981 -2.5133 -2.6185 0.0225 0.0112 -0.0134
C 5.6889 -2.2209 -1.2730 -0.0093 0.0033 -0.0192
C 4.7252 -1.5130 -0.5745 -0.0127 0.0419 -0.0074
C 2.1620 -1.1678 0.8106 0.2727 -0.1534 0.0749
C 2.3819 -0.7753 2.1290 0.1463 -0.0580 -0.0552
C 2.1162 -1.6477 3.1772 -0.0030 0.0241 0.0641
C 1.6128 -2.9134 2.9253 -0.0048 0.0300 -0.0028
C 1.3833 -3.3161 1.6161 0.0210 -0.0443 -0.0564
C 1.6590 -2.4562 0.5666 0.2672 -0.0200 0.1196
N 0.8808 1.6766 0.9167 0.0860 0.5883 0.1591
C -3.5457 1.9550 0.2781 0.0441 -0.1496 -0.0147
C -4.2356 1.6438 1.4407 0.0261 -0.0305 -0.0075
C -5.6201 1.4956 1.4230 -0.0320 -0.0114 0.0426
C -6.3272 1.6492 0.2431 0.0343 0.0093 0.0272
C -5.6415 1.9533 -0.9296 0.0179 -0.0092 -0.0457
C -4.2655 2.1062 -0.9078 0.0027 0.0215 -0.0126
C -1.6429 3.3816 -0.5245 -0.0117 -0.1487 -0.1162
C -0.6543 3.3842 -1.5011 -0.0899 0.0007 0.0526
C -0.2699 4.5751 -2.1058 0.0257 0.0101 -0.0083
C -0.8694 5.7695 -1.7396 -0.0035 0.0297 -0.0145
C -1.8618 5.7714 -0.7673 -0.0196 -0.0150 0.0394
C -2.2471 4.5839 -0.1650 0.0473 -0.0350 0.0326
H -1.9204 2.9285 2.2206 0.0099 0.0333 0.0378
H -1.4941 1.2088 2.1357 -0.1083 -0.0019 0.1129
H -0.1685 4.4757 2.4400 -0.0204 -0.0180 -0.0225
H 2.1935 5.1216 1.9885 -0.0050 -0.0031 -0.0079
H 3.6637 3.5294 0.7706 -0.0048 -0.0309 0.0081
H 3.2952 1.5407 -1.0686 0.0409 0.0068 -0.0151
H 4.0032 0.9753 0.4258 0.0196 0.0408 0.0376
H 2.4771 -1.0344 -3.0499 0.0294 -0.0419 0.0013
H 4.1930 -2.3152 -4.3059 0.0003 0.0084 0.0152
H 6.2490 -3.0694 -3.1646 -0.0163 -0.0005 0.0170
H 6.5861 -2.5537 -0.7675 -0.0093 0.0093 -0.0013
H 4.8721 -1.3067 0.4807 -0.0044 -0.0272 -0.0072
H 2.8081 0.1948 2.3501 -0.0744 0.0363 0.0060
H 2.2987 -1.3316 4.1964 0.0051 -0.0099 -0.0226
H 1.3981 -3.5822 3.7475 0.0023 -0.0080 -0.0026
H 1.0151 -4.3122 1.4070 -0.0157 0.0148 0.0191
H 1.5711 -2.8048 -0.4551 -0.0976 0.0394 -0.0510
H -3.7125 1.5047 2.3786 -0.0131 0.0110 -0.0263
H -6.1407 1.2586 2.3424 -0.0014 0.0106 -0.0227
H -7.4044 1.5456 0.2348 0.0117 -0.0167 -0.0079
H -6.1846 2.0885 -1.8576 -0.0020 0.0087 0.0256
H -3.7335 2.3709 -1.8166 -0.0181 0.0031 0.0223
H -0.1910 2.4506 -1.7911 0.0364 -0.0082 -0.0592
H 0.4977 4.5684 -2.8701 -0.0123 -0.0140 0.0136
H -0.5745 6.6954 -2.2164 -0.0006 -0.0137 0.0147
H -2.3433 6.6982 -0.4826 0.0117 -0.0084 -0.0098
H -3.0286 4.5872 0.5875 -0.0093 0.0250 -0.0309
C -6.8833 -1.8932 -1.4408 0.0748 -0.1180 -0.0340
C -5.7861 -2.9357 -1.6571 -0.0004 0.0820 0.0957
C -4.6912 -2.9152 -0.5869 -0.0095 0.0691 -0.1320
C -4.0651 -1.5413 -0.3606 -0.0617 -0.1204 -0.0220
N -3.5005 -0.9833 -1.5904 0.0474 -0.1176 0.0543
C -2.2803 -1.2031 -2.0637 -0.3671 -0.1751 -0.3144
S -1.1664 -2.2312 -1.2317 -0.1810 -0.0643 -0.1587
N -1.9617 -0.6371 -3.2288 0.1544 0.0514 0.0564
C -0.7300 -0.8583 -3.9956 -0.0688 -0.1587 -0.0403
C -0.6971 -2.1748 -4.7710 -0.1377 0.1296 -0.0294
C -1.6952 -2.2882 -5.9261 -0.0345 -0.0358 0.0989
C -3.1556 -2.4780 -5.5077 0.0994 0.0044 -0.0529
H -7.7149 -2.0613 -2.1256 0.0090 0.0335 0.0135
H -6.5176 -0.8773 -1.6103 -0.0395 0.0127 0.0377
H -7.2734 -1.9420 -0.4210 -0.0017 0.0274 -0.0189
H -5.3331 -2.7943 -2.6434 -0.0273 -0.0196 -0.0054
H -6.2347 -3.9305 -1.6636 0.0312 -0.0163 -0.0512
H -3.8964 -3.6102 -0.8684 -0.0209 -0.0481 0.0643
H -5.1018 -3.2604 0.3659 0.0277 0.0372 0.0156
H -3.2786 -1.6035 0.3870 0.0681 0.0476 0.0542
H -4.8081 -0.8275 -0.0056 0.0311 0.0511 -0.0270
H -4.0914 -0.3372 -2.0916 -0.0140 0.0204 -0.0263
H -2.6573 -0.0463 -3.6554 -0.0424 -0.0147 -0.0306
H 0.1103 -0.8074 -3.3078 0.0554 0.0363 0.0567
H -0.6483 -0.0243 -4.6940 0.0003 0.0661 0.0570
H -0.8469 -3.0007 -4.0732 0.0494 -0.0446 0.0312
H 0.3157 -2.2742 -5.1709 0.0076 -0.0128 0.0388
H -1.4008 -3.1507 -6.5277 -0.0024 0.0284 -0.0290
H -1.6057 -1.4133 -6.5782 0.0163 -0.0238 -0.0145
H -3.2442 -3.2698 -4.7592 -0.0193 0.0309 -0.0077
H -3.7626 -2.7619 -6.3679 -0.0128 0.0088 0.0304
H -3.5931 -1.5685 -5.0924 -0.0204 -0.0307 0.0096
O -1.2081 -1.7414 4.1020 0.0032 0.0286 -0.1436
C -1.0506 -1.3591 3.0046 -0.0219 -0.0088 -0.0389
N -0.9054 -0.9551 1.8814 -0.0170 -0.1367 0.7442
```
Positions in Å, forces in eV/Å.

HOMO level = -11.366 eV
net charge = +1
orbital gap = 0.3137 Eh
lowest unoccupied orbital energy = -0.1040 Eh

Record 3
# C3H37O16

16 unconnected molecules or ions with the total composition C3H37O16 in a non-equilibrium geometry (ωB97M-V with the def2-TZVPD basis set, the Open Molecules 2025 dataset).

```
56
Properties=species:S:1:pos:R:3:forces:R:3
C -24.6840 -0.3250 1.9790 0.4316 0.4095 -0.5418
C -24.4370 -0.3660 0.4470 2.5372 1.6646 1.7596
C -24.9670 0.8740 -0.2490 -1.5196 -2.4172 -1.4778
O -23.0430 -0.4130 0.2870 -0.2787 0.0658 -0.3147
H -24.1100 -1.0980 2.5100 -0.1027 0.5614 -0.3854
H -25.7010 -0.4430 2.2150 -1.7288 -0.5216 0.3649
H -24.4780 0.6850 2.4020 0.4494 -0.6903 -0.4345
H -24.8280 -1.2220 -0.0350 -1.1090 -1.2672 -0.2657
H -25.9820 0.5440 -0.6070 0.5232 1.0174 0.0951
H -24.3340 1.0360 -1.1210 -0.3330 0.0771 0.0793
H -25.0190 1.7270 0.3550 -0.0497 1.2714 0.8950
O -21.3890 -0.4110 3.5430 -0.8104 1.8762 0.4588
H -21.3100 0.0670 2.6800 0.2572 -0.8752 0.5619
H -21.1350 -1.3090 3.5230 0.7148 -1.2993 -0.8746
O -22.8290 -3.0850 0.9970 -0.9454 0.1089 0.9096
H -23.0910 -2.1210 0.9090 0.7874 -0.9388 -0.0295
H -23.4210 -3.4750 1.6980 0.6078 0.9393 -1.4714
O -25.9880 2.7050 3.6960 0.4825 -0.9793 1.3808
H -25.7130 3.6040 3.7470 0.1964 1.1120 -0.0509
H -26.4280 2.5840 2.8810 -0.7332 -0.0590 -1.4262
O -22.5890 -0.8320 -2.3590 -0.2583 0.3138 0.4268
H -23.3420 -0.3950 -2.7550 -0.2994 0.0593 -0.8410
H -22.8340 -0.6490 -1.4080 0.7585 -0.4026 0.6150
O -24.4650 -3.6170 3.1300 -0.3865 -1.1616 -0.1836
H -24.5120 -2.7250 3.4570 0.1368 0.7157 0.6266
H -23.6020 -3.9590 3.3780 -0.0034 0.1287 0.4327
O -21.4890 1.3240 1.4740 3.9313 1.2738 2.4632
H -22.1750 0.8370 1.1500 -3.5643 -3.6175 -2.2322
H -21.7540 2.1680 1.1990 -0.1276 1.9156 -0.1126
O -24.7630 0.3630 -3.7870 0.5992 1.2117 -0.6282
H -24.3020 0.3980 -4.6460 -0.3470 -0.2341 0.5742
H -25.2190 -0.4650 -3.7470 -0.4097 -0.9131 -0.0666
O -25.6570 4.9420 -0.2040 -0.0630 -1.0481 -0.3516
H -25.3820 5.7180 -0.6870 0.1632 0.4171 -0.0830
H -25.5200 4.2290 -0.8840 0.0610 0.5534 0.6131
O -23.7410 -1.3060 5.0050 0.2904 1.1273 -0.3581
H -22.9820 -1.0510 4.4210 -0.3387 -0.0976 0.4123
H -24.0810 -0.4090 5.2190 0.1287 -0.8637 -0.0971
O -23.0320 2.4330 3.8520 -0.0891 0.4105 0.2384
H -23.8760 2.4270 3.4080 -0.8858 0.2395 0.1588
H -22.5950 1.7750 3.3210 1.0776 -0.5710 -0.2423
O -23.9950 -3.2610 -1.9790 -0.7151 -0.6659 -0.6582
H -24.4990 -2.9630 -1.2240 0.1678 -0.0041 0.4259
H -23.3070 -2.6060 -2.1060 0.4715 0.5023 0.0744
O -23.0560 3.3890 0.5470 1.0663 -1.2803 -0.3310
H -23.8790 3.8070 0.4830 -2.4508 0.9260 -0.5868
H -22.5930 3.9770 1.1030 1.1574 1.0537 1.1699
O -20.4960 -1.3130 -0.1770 1.2644 0.8722 -0.8527
H -21.4110 -1.0250 -0.0640 -0.3291 -0.0524 0.2034
H -20.1030 -0.6050 -0.7480 -0.6329 -0.9441 0.7979
O -24.4010 3.4260 -2.1160 -0.6937 0.9118 0.0126
H -23.7820 2.7130 -1.9720 0.7239 -0.2509 0.0410
H -24.8170 3.2670 -2.9590 -0.1160 -0.3017 -0.3632
O -21.9160 1.9950 -1.5450 4.0538 5.7764 1.2587
H -22.1590 2.2970 -0.6620 -0.1405 -0.2633 -0.2630
H -22.4310 1.3410 -1.7850 -3.5778 -5.7925 -1.5261
```
Positions in Å, forces in eV/Å.

HOMO level = -5.517 eV
net charge = -1
orbital gap = 0.2812 Eh
lowest unoccupied orbital energy = 0.0784 Eh

Record 4
# C3H14NO4

4 unconnected molecules or ions with the total composition C3H14NO4 in a non-equilibrium geometry (ωB97M-V with the def2-TZVPD basis set, the Open Molecules 2025 dataset).

```
22
Properties=species:S:1:pos:R:3:forces:R:3
O 3.2339 -0.8362 0.3910 0.4477 -0.0832 0.2612
C 2.8252 0.2036 -0.0438 -1.2694 -1.5183 -0.5342
C 1.3071 0.4766 0.1396 -0.3482 0.9926 1.3787
C 0.5100 1.0179 -1.0223 0.5786 1.4729 0.2137
N 0.5773 -0.6776 0.8131 2.2157 -0.0475 0.3782
H 3.4818 0.8633 -0.6425 -0.4592 0.3465 0.3159
H 1.3104 1.1886 0.9708 -0.1477 0.5223 -0.3157
H 0.7695 0.5897 -1.9853 -0.7224 -0.4801 0.0131
H 0.7949 2.0589 -1.1161 0.6978 0.3702 -0.1942
H -0.5325 1.2393 -0.7659 -0.0981 -1.1577 -0.3340
H 0.7819 -0.7241 1.8150 0.3041 0.3052 -0.0589
H 0.9503 -1.5541 0.4495 -0.6869 -0.2680 -0.3386
H -0.4335 -0.6028 0.8258 -0.0789 -0.2676 -0.8205
H -3.4077 0.3386 -3.2374 -0.4709 0.2814 -0.3249
H -2.4611 1.4706 -2.7043 -0.4241 -0.0820 -0.3173
O -2.6051 0.5209 -2.7610 0.9143 -0.1951 0.6836
H -1.1706 -3.4031 0.6885 -0.1467 0.0803 -0.2231
H -1.7092 -2.5635 -0.4995 -0.0567 -0.1976 -0.0141
O -1.0370 -2.5863 0.1896 -0.1238 -0.1882 0.1443
H -1.6459 0.9075 2.3782 0.3422 -0.7297 -0.3256
H -0.7837 1.3869 3.3967 0.8721 -0.4587 0.1914
O -0.7560 0.6855 2.7203 -1.3398 1.3021 0.2212
```
Positions in Å, forces in eV/Å.

HOMO level = -14.219 eV
net charge = +1
orbital gap = 0.4104 Eh
lowest unoccupied orbital energy = -0.1121 Eh

The evaluated electronic energy for the records listed, in turn: -382.13710; -2556.81263; -1340.36983; -478.15628 Ha.
The evaluated relative energy (zero: lowest compared OMol25 entry of this formula, charge and spin) for the records listed, in turn: 79.3; 15.5; 276.9; 128.7 kJ/mol.